Entry 1:
Molecular formula: C46H44GeI2N4O5PPb
Method: DFT, ωB97M-V/def2-TZVPD

The geometry in ORCA input format:
```
! RIJCOSX wB97M-V def2-TZVPD def2/J DEFGRID3
* xyz 0 2
Pb -16.3677 11.7128 12.4127
I -11.5544 7.3818 7.0810
C -12.2645 8.6621 8.6776
C -11.8597 9.9926 8.8493
C -12.4935 10.8606 9.7511
I -12.1041 12.9276 9.6694
C -13.5790 10.4204 10.6059
O -14.0150 11.1935 11.5659
C -14.0028 9.0854 10.3142
C -15.3295 8.6695 10.9397
N -16.4685 9.6416 10.6961
C -16.8602 9.9253 9.2935
C -16.3966 11.3072 8.8647
C -15.7940 11.4101 7.6128
C -15.3035 12.6120 7.1693
C -15.5279 13.7077 8.0022
C -16.1782 13.5279 9.2124
N -16.6457 12.3533 9.6320
C -13.2817 8.1852 9.5305
H -11.0882 10.3863 8.2124
H -15.2232 8.5848 12.0381
H -15.6719 7.6914 10.5425
H -17.2502 9.1604 11.1378
H -17.9524 9.8146 9.1994
H -16.4113 9.2368 8.5624
H -15.7495 10.5390 6.9488
H -14.7518 12.7217 6.2435
H -15.1906 14.7338 7.7648
H -16.3760 14.3276 9.8782
H -13.5513 7.1152 9.4458
O -14.2083 8.8201 14.9028
C -14.5627 9.9942 14.7641
O -15.7012 10.4565 14.3584
C -13.4229 10.9978 15.1429
P -13.9543 12.6319 14.4966
C -12.4311 13.4040 13.9685
C -11.1210 13.0136 14.3560
C -10.0143 13.6238 13.7713
C -10.1840 14.5493 12.7602
C -11.4524 14.9710 12.3611
C -12.5536 14.3489 12.9224
C -14.5134 13.4426 15.9779
C -14.2608 14.8128 16.1536
C -14.7615 15.4989 17.2589
C -15.5081 14.8023 18.2138
C -15.6673 13.4258 18.1323
C -15.2217 12.7646 16.9983
H -12.4962 10.7633 14.6202
H -13.2309 11.0831 16.2115
H -10.9764 12.2798 15.1223
H -9.0282 13.3787 14.1464
H -9.3197 14.9278 12.2406
H -11.6059 15.7256 11.5775
H -13.5364 14.5547 12.5361
H -13.6463 15.3750 15.4454
H -14.5296 16.5674 17.3316
H -15.9141 15.3239 19.0531
H -16.2220 12.8688 18.8903
H -15.4729 11.7027 16.8771
C -18.3843 16.4265 11.6573
O -18.9285 15.8482 12.8489
C -18.2738 14.6996 13.1609
O -17.3113 14.2639 12.5088
N -18.7922 14.0595 14.2396
N -18.1321 12.9452 14.7465
H -18.9270 17.3663 11.5001
H -18.5086 15.7603 10.8017
H -17.3239 16.6985 11.8151
H -19.5388 14.4721 14.7879
H -18.7371 12.3677 15.3326
H -17.2819 13.2664 15.2264
C -20.1569 10.5177 12.6621
Ge -18.6928 9.5401 13.6426
C -19.5156 9.6750 15.4552
C -18.6913 9.7203 16.5898
C -19.2061 9.9240 17.8693
C -20.5858 10.0322 18.0561
C -21.4506 9.8940 16.9447
C -20.9065 9.7203 15.6840
C -18.8881 7.6227 13.0856
C -19.7851 7.2666 12.0747
C -19.6258 6.0747 11.3442
C -18.6892 5.1449 11.7028
C -17.8121 5.4139 12.7841
C -16.8622 4.4651 13.2239
C -15.9865 4.7545 14.2363
C -16.0400 5.9965 14.8765
C -17.0014 6.9161 14.5236
C -17.9039 6.6809 13.4847
H -21.0722 9.8932 12.6716
H -19.8858 10.7286 11.5918
H -20.3036 11.5009 13.1759
H -17.5909 9.5811 16.4663
H -18.5173 10.0458 18.6908
H -21.0114 10.2236 19.0266
H -22.5397 9.9534 17.0272
H -21.5612 9.5853 14.8584
H -20.6072 7.9233 11.8722
H -20.2570 5.8308 10.4999
H -18.6132 4.1686 11.2146
H -16.7645 3.5603 12.6446
H -15.2301 4.0124 14.4750
H -15.2826 6.2188 15.6467
H -16.9967 7.9274 14.9920
*
```

For the relative energy (zero: lowest compared OMol25 entry of this formula, charge and spin), the calculation gives 0.666 eV. As for the HOMO-LUMO gap (alpha / beta): 7.14 / 5.25 eV. As for the energy: -5580.9927 hartree. Its LUMO energy (alpha / beta) is 0.006 / -0.065 Ha.



Entry 2:
Molecular formula: CFNS
Method: DFT, ωB97M-V/def2-TZVPD

The geometry in ORCA input format:
```
! RIJCOSX wB97M-V def2-TZVPD def2/J DEFGRID3
* xyz 0 3
C 0.4246 0.1677 0.4876
N 1.4527 -0.2365 0.7755
F -0.7941 -0.5954 -1.2901
S -1.0832 0.6642 0.0270
*
```

For the relative energy (zero: lowest compared OMol25 entry of this formula, charge and spin), the calculation gives 0.000 eV. As for the HOMO-LUMO gap (alpha / beta): 9.83 / 8.58 eV. As for the energy: -590.7700 hartree. Its LUMO energy (alpha / beta) is 0.017 / -0.149 Ha.



Entry 3:
Molecular formula: C6H8OS
Method: DFT, ωB97M-V/def2-TZVPD

The geometry in ORCA input format:
```
! RIJCOSX wB97M-V def2-TZVPD def2/J DEFGRID3
* xyz 0 1
C -0.6440 0.1165 -1.0491
C -0.6530 -0.6495 0.1827
C 0.1332 1.0021 -1.6420
C 0.0978 -0.6297 1.3253
C 0.1743 1.8154 -2.7795
C -0.1214 -1.4530 2.5172
O 2.3306 -0.2619 2.4991
S 1.5527 0.2609 1.3279
H -1.4725 -0.0739 -1.5671
H -1.5769 -1.1536 0.0779
H 0.7148 2.7911 -2.6912
H 0.6861 1.2451 -3.5391
H -0.7638 1.8396 -3.3458
H 0.8285 -1.9066 2.7822
H -1.0143 -2.1140 2.4990
H -0.2719 -0.8286 3.4023
*
```

For the relative energy (zero: lowest compared OMol25 entry of this formula, charge and spin), the calculation gives 4.993 eV. As for the HOMO-LUMO gap (alpha / beta): 7.41 / 7.45 eV. As for the energy: -706.6627 hartree. Its LUMO energy (alpha / beta) is -0.043 / -0.010 Ha.



Entry 4:
Molecular formula: C33H26I2N3OPSW
Method: DFT, ωB97M-V/def2-TZVPD

The geometry in ORCA input format:
```
! RIJCOSX wB97M-V def2-TZVPD def2/J DEFGRID3
* xyz 2 1
W 1.1049 0.3719 0.2408
C -3.3695 -2.0867 -4.2132
C -2.9339 -0.7823 -4.0128
C -1.8874 -0.5331 -3.1395
C -1.2749 -1.5913 -2.4660
C -1.7010 -2.9004 -2.6815
C -2.7524 -3.1415 -3.5552
P 0.1521 -1.2550 -1.4343
C 0.3648 -2.5201 -0.1529
C 1.6092 -2.4987 0.4971
C 1.7658 -3.1232 1.7323
C 0.6961 -3.7755 2.3184
C -0.5368 -3.8086 1.6699
C -0.7118 -3.1711 0.4508
C 1.6474 -0.9950 -2.3412
C 2.1397 -1.5251 -3.5228
C 3.3893 -1.0978 -3.9376
C 4.1048 -0.1820 -3.1631
C 3.5963 0.3226 -1.9766
C 2.3216 -0.0615 -1.5286
H -4.1887 -2.2821 -4.8924
H -3.4047 0.0354 -4.5419
H -1.5277 0.4816 -3.0030
H -1.2140 -3.7282 -2.1814
H -3.0854 -4.1566 -3.7251
H 2.4801 -2.0740 0.0099
H 2.7308 -3.1068 2.2221
H 0.8189 -4.2721 3.2721
H -1.3703 -4.3322 2.1213
H -1.6854 -3.1771 -0.0237
H 1.5634 -2.2353 -4.1028
H 3.8164 -1.4735 -4.8580
H 5.0837 0.1384 -3.4969
H 4.2023 1.0236 -1.4207
I 2.3572 -0.4058 5.1764
C 0.4814 -0.5382 4.3105
C -0.6327 -0.9934 5.0542
C -1.8700 -1.1120 4.4863
I -3.4506 -1.8090 5.6507
C -2.0642 -0.7701 3.1185
C -3.2795 -0.8328 2.4109
C -3.3085 -0.4774 1.0863
C -2.1342 -0.0703 0.4508
N -0.9655 0.0049 1.0700
C -0.9384 -0.3297 2.3989
C 0.3259 -0.2152 2.9933
O 1.3176 0.1962 2.1849
H -0.4908 -1.2561 6.0939
H -4.1799 -1.1642 2.9123
H -4.2266 -0.5159 0.5169
H -2.1510 0.1790 -0.5998
C 1.6720 6.5688 1.1547
C 1.3549 5.1727 0.7535
C 0.1699 4.7728 0.1882
C -0.0463 3.4261 -0.0998
N 0.9020 2.5121 0.1667
C 2.1074 2.9117 0.6655
S 3.2374 1.7092 0.8606
N 2.2930 4.2239 0.9734
C -1.3189 2.9748 -0.7156
H 1.0886 7.2772 0.5721
H 2.7319 6.7924 1.0339
H 1.4144 6.7070 2.2082
H -0.5948 5.5022 -0.0320
H 3.1888 4.4841 1.3704
H -2.0547 2.7767 0.0678
H -1.1549 2.0624 -1.2824
H -1.7248 3.7493 -1.3638
*
```

As for the HOMO-LUMO gap (alpha / beta): 6.16 / 6.06 eV. As for the energy: -2914.1895 hartree. Its LUMO energy (alpha / beta) is -0.250 / -0.251 Ha.



Entry 5:
Molecular formula: C3H3ClFO3Pd2
Method: DFT, ωB97M-V/def2-TZVPD

The geometry in ORCA input format:
```
! RIJCOSX wB97M-V def2-TZVPD def2/J DEFGRID3
* xyz 3 5
Pd 14.9275 12.6751 -27.8771
Pd 14.2295 12.1490 -32.6824
Cl 13.9828 12.6459 -30.1814
C 10.2138 13.4668 -29.7842
C 9.5220 12.1780 -29.2770
O 8.6147 12.7686 -28.3498
C 9.1884 13.8213 -27.7491
O 8.7891 14.3384 -26.7326
O 10.0874 14.2749 -28.6046
F 10.4716 11.5213 -28.6712
H 9.6046 13.9243 -30.5638
H 11.2566 13.2668 -30.0305
H 8.9475 11.5615 -29.9684
*
```

For the relative energy (zero: lowest compared OMol25 entry of this formula, charge and spin), the calculation gives 0.000 eV. As for the HOMO-LUMO gap (alpha / beta): 10.03 / 5.51 eV. As for the energy: -1156.1707 hartree. Its LUMO energy (alpha / beta) is -0.475 / -0.640 Ha.



Question: Look up the energy of the fourth one.
Answer: -2914.1895 hartree